Here is a structure of composition C27H28AgIN6OS from the Open Molecules 2025 dataset. Energies are from ωB97M-V/def2-TZVPD.

Results
E_HOMO: -6.31 eV
molar mass: 719.4 g mol⁻¹

Geometry as ORCA input:
```
! RIJCOSX wB97M-V def2-TZVPD def2/J DEFGRID3
* xyz 0 1
Ag -0.06365 0.02820 -2.03712
C -4.44871 -2.59405 3.13293
C -3.30794 -1.91095 2.42207
C -1.99640 -1.97552 2.89673
C -0.95261 -1.38609 2.21498
C -1.12512 -0.67036 1.00649
N -0.07173 -0.18331 0.28859
C 0.98509 0.39209 0.93953
C 0.82653 1.15822 2.11896
C 1.87120 1.80696 2.74173
C 3.17132 1.75807 2.23426
C 4.31125 2.49782 2.88736
C 3.35343 1.01846 1.08012
C 2.30848 0.34486 0.45047
N 2.67574 -0.44410 -0.69413
C 3.58083 -1.44277 -0.69767
C 3.78706 -1.81189 -2.00779
C 2.95931 -0.95024 -2.74512
N 2.28915 -0.12619 -1.95075
C -2.46346 -0.58919 0.56032
C -3.50563 -1.21045 1.24555
N -2.84658 0.17444 -0.59577
C -3.84063 1.08919 -0.63001
C -4.03311 1.44472 -1.94486
C -3.09837 0.67041 -2.65239
N -2.38624 -0.09644 -1.83368
H -4.23667 -2.70142 4.19686
H -4.63064 -3.59421 2.73165
H -5.37440 -2.02675 3.03033
H -1.78865 -2.51617 3.81506
H 0.05610 -1.47426 2.60140
H -0.17176 1.24029 2.53154
H 1.67263 2.38365 3.63997
H 4.14186 2.60830 3.95876
H 4.43192 3.50091 2.46993
H 5.25521 1.96933 2.74879
H 4.34311 0.94842 0.63742
H 3.99566 -1.81543 0.22429
H 4.43954 -2.58467 -2.37797
H 2.79791 -0.91518 -3.81072
H -4.50667 -1.13665 0.83084
H -4.32324 1.42055 0.27423
H -4.73508 2.16268 -2.33378
H -2.90942 0.63747 -3.71413
I -2.40113 5.80358 -0.97135
C -0.69176 4.64486 -1.27979
C 0.57423 5.17413 -1.10229
C 1.66063 4.33777 -1.30567
C 1.43619 3.02149 -1.67556
N 0.21431 2.52110 -1.85326
C -0.83349 3.31746 -1.65490
H 0.71122 6.20676 -0.81063
H 2.67032 4.70092 -1.17024
H 2.25395 2.32730 -1.82588
H -1.81608 2.87991 -1.78791
C -1.17599 -3.67865 -0.79747
S 0.40719 -3.06814 -1.37612
C 1.10559 -4.66660 -1.81100
O 0.13793 -2.39651 -2.69359
H -1.63878 -4.24650 -1.60550
H -1.77561 -2.80384 -0.55175
H -1.02922 -4.29012 0.09449
H 1.32430 -5.23146 -0.90376
H 2.02575 -4.45087 -2.35149
H 0.40384 -5.20133 -2.45162
*
```